# 1
C3H5ClNO | ωB97M-V/def2-TZVPD

## Properties
Kohn-Sham gap (spin up / spin down) in eV: 5.606 / 5.605
Multiplicity: 1
Energy above the lowest of the compared OMol25 structures with the same formula, charge and spin in kJ/mol: 242.5
Lowest unoccupied orbital energy (spin up / spin down) in eV: -7.399 / -7.399
Highest occupied orbital energy (spin up / spin down) in eV: -13.0 / -13.0
F_max in eV/A: 5.9
Net charge: +1

Last column: Mulliken charge in e.
Cartesian coordinates (Å):
1 C 0.14679 0.30243 -1.22514  -0.26
2 C 1.48642 4.12583 -0.39028  0.75
3 C -0.77056 0.17010 0.89002  -0.79
4 N 0.15120 0.51699 -0.04898  -0.22
5 O 1.30681 4.81055 -1.31714  -0.08
6 Cl 2.00823 2.90403 0.48739  0.27
7 H -0.61715 -0.23206 -1.84833  0.26
8 H 0.99724 0.72450 -1.78288  0.20
9 H -1.36961 -0.75364 0.82481  0.33
10 H -1.38956 1.04924 1.02131  0.30
11 H -0.29608 0.01802 1.99673  0.22

Cartesian forces, eV/Å:
0.05 -0.86 -5.82
0.67 1.23 -4.38
-1.12 -1.24 5.08
2.35 1.50 3.61
0.17 -2.38 4.51
-0.95 1.01 -0.15
0.40 0.14 0.73
-0.30 -0.26 -0.33
0.03 0.37 -0.85
-0.64 -0.03 0.18
-0.65 0.52 -2.59

***

# 2
C26H28F3N4O4SV | ωB97M-V/def2-TZVPD

## Properties
Kohn-Sham gap (spin up / spin down) in eV: 5.952 / 7.030
Multiplicity: 4
Energy above the lowest of the compared OMol25 structures with the same formula, charge and spin in kJ/mol: 98.3
Lowest unoccupied orbital energy (spin up / spin down) in eV: 2.486 / 2.481
Highest occupied orbital energy (spin up / spin down) in eV: -3.5 / -4.5
F_max in eV/A: 1.3
Net charge: -1

Last column: Mulliken charge in e.
Cartesian coordinates (Å):
1 V 0.79749 -0.39048 -1.34729  0.16
2 C -4.33446 2.34001 0.01472  -0.91
3 C -3.87086 1.07108 0.71056  -0.86
4 N -2.58826 1.23017 1.38137  0.30
5 C -2.65867 1.74900 2.74775  -0.70
6 C -2.69078 0.64299 3.79021  -1.19
7 C -1.41026 0.88095 0.81380  0.54
8 S -1.42575 0.37072 -0.82895  -0.63
9 N -0.37775 0.99142 1.68107  0.06
10 C 0.88850 0.71247 1.40451  -0.30
11 O 1.40265 0.26434 0.36332  -0.22
12 C 1.86424 0.97739 2.53678  0.52
13 C 1.43414 1.52941 3.73574  -0.07
14 C 2.34039 1.76251 4.76392  -0.68
15 C 3.67999 1.43988 4.59102  -0.35
16 C 4.10952 0.88550 3.39278  -0.81
17 C 3.20172 0.65485 2.36478  -0.49
18 H -5.28019 2.17088 -0.50589  0.39
19 H -3.59096 2.65346 -0.72014  0.13
20 H -4.48044 3.15942 0.72283  0.33
21 H -3.78728 0.25706 -0.00547  0.40
22 H -4.59065 0.75962 1.47231  0.40
23 H -3.57037 2.34945 2.79884  0.44
24 H -1.81968 2.41515 2.92387  0.43
25 H -3.58931 0.02927 3.68744  0.41
26 H -2.68548 1.06394 4.79923  0.34
27 H -1.81738 0.00008 3.67994  0.25
28 H 0.38409 1.76514 3.84984  0.26
29 H 1.99699 2.19245 5.69693  0.40
30 H 4.38724 1.61773 5.39223  0.36
31 H 5.15206 0.62829 3.25439  0.39
32 H 3.51599 0.22619 1.42190  0.43
33 C -2.73522 -5.09279 -1.51066  -0.34
34 C -2.59415 -3.87688 -2.22944  -1.06
35 C -1.55421 -3.03802 -1.95058  -0.15
36 C -0.57689 -3.32400 -0.95201  1.15
37 C 0.50160 -2.38958 -0.70121  -0.19
38 C 1.42732 -2.86340 0.21626  0.14
39 C 1.32403 -4.10127 0.90420  -1.18
40 C 0.26994 -4.93537 0.68410  -0.81
41 C -0.71246 -4.56181 -0.27133  1.10
42 C -1.81136 -5.41972 -0.56194  -0.84
43 H -3.56286 -5.76066 -1.72154  0.37
44 H -3.31024 -3.61682 -3.00054  0.38
45 H -1.45290 -2.11540 -2.50963  0.23
46 H 2.29370 -2.24696 0.44768  0.35
47 H 2.09248 -4.38367 1.61711  0.37
48 H 0.17503 -5.88100 1.20893  0.31
49 H -1.89217 -6.35374 -0.01389  0.32
50 F 1.66474 -1.05092 -5.45799  -0.28
51 C 1.69305 -0.52799 -4.24286  0.82
52 F 0.54545 -0.98001 -3.60173  -0.22
53 F 1.53069 0.80644 -4.37151  -0.27
54 C 2.94002 -0.83875 -3.39623  0.27
55 O 3.97134 -1.01577 -4.02147  -0.70
56 O 2.72304 -0.81794 -2.13866  -0.55
57 C 3.12673 3.56109 -3.24629  -0.83
58 N 1.69283 3.78469 -3.18756  -0.31
59 C 0.88081 2.89052 -2.53631  0.71
60 N -0.45806 3.01825 -2.75954  -0.31
61 O 1.32648 2.04865 -1.77170  -0.45
62 H 3.67490 4.43388 -2.89142  0.29
63 H 3.45372 3.32450 -4.25983  0.30
64 H 3.36293 2.71381 -2.60781  0.24
65 H 1.27560 4.30795 -3.93772  0.20
66 H -0.81675 3.54863 -3.53107  0.18
67 H -1.05565 2.35374 -2.28014  0.04

Cartesian forces, eV/Å:
0.25 0.01 -1.13
-0.02 0.11 -0.08
0.08 -0.11 0.06
-0.37 0.11 0.00
-0.03 -0.05 -0.14
-0.01 -0.08 0.10
0.52 0.03 0.51
-0.42 0.16 0.19
-0.58 0.02 -0.38
0.55 0.07 0.19
0.32 0.17 0.98
-0.51 -0.02 -0.28
0.09 0.06 0.25
-0.12 -0.03 -0.15
0.01 0.00 0.03
-0.11 -0.03 -0.13
0.27 0.01 0.11
0.02 -0.01 0.03
-0.02 -0.04 0.02
0.02 -0.03 0.01
0.01 0.00 -0.01
-0.05 0.04 -0.01
0.00 0.00 0.05
0.09 -0.01 -0.04
0.04 0.00 -0.02
-0.02 0.01 -0.03
-0.01 0.05 -0.02
0.04 0.00 0.00
0.02 0.00 0.01
0.01 0.00 -0.01
0.01 0.00 0.01
-0.01 0.00 0.02
0.04 0.20 -0.12
-0.07 -0.25 0.11
0.07 0.10 0.10
-0.05 0.29 -0.33
-0.20 -0.95 0.31
0.07 0.08 0.11
0.08 0.23 -0.11
-0.20 0.03 -0.15
0.05 -0.21 0.16
0.13 0.10 0.03
0.00 0.02 -0.02
-0.01 -0.02 0.01
0.01 0.02 0.04
-0.01 -0.01 0.01
0.02 0.04 -0.01
-0.02 0.02 -0.01
0.00 0.01 -0.01
0.06 -0.10 -0.08
-0.67 0.05 0.18
0.18 0.27 -0.22
-0.04 -0.01 -0.20
0.40 -0.12 1.19
0.07 0.00 -0.07
0.02 0.19 -1.04
0.01 -0.04 -0.01
-0.06 -0.08 -0.07
-0.08 -0.06 -0.14
-0.04 0.11 0.05
0.16 -0.38 0.14
-0.01 0.03 0.02
-0.03 -0.01 -0.02
-0.02 0.00 0.03
0.02 0.05 0.04
-0.02 -0.02 0.01
0.09 0.00 -0.06

***

# 3
C41H82I2NO12 | ωB97M-V/def2-TZVPD

## Properties
Kohn-Sham gap in eV: 5.417
Multiplicity: 1
Energy above the lowest of the compared OMol25 structures with the same formula, charge and spin in kJ/mol: 0.0
Lowest unoccupied orbital energy in eV: -4.823
Highest occupied orbital energy in eV: -10.2
F_max in eV/A: 1.2
Net charge: +1

Last column: Mulliken charge in e.
Cartesian coordinates (Å):
1 C 2.44527 -5.20818 -2.26832  -1.19
2 C 1.10574 -5.49307 -2.95513  0.22
3 O 1.22082 -5.93757 -4.30479  -0.53
4 C 1.04188 -4.97546 -5.28243  -0.94
5 C 2.09389 -3.85398 -5.45512  -1.04
6 O 3.38847 -4.15928 -5.15660  0.44
7 C 4.29694 -4.19032 -6.26404  -0.63
8 C 5.47650 -5.14987 -6.02169  0.05
9 C 5.25292 -6.09370 -4.83852  -1.51
10 C 6.80766 -4.37718 -5.96177  0.62
11 C 7.02589 -3.64079 -4.62719  -1.18
12 C 7.97904 -5.30664 -6.34723  -1.42
13 C 1.54254 -2.68333 -4.64303  0.93
14 C 2.29758 -1.36636 -4.87408  -1.35
15 C 3.21743 -0.94991 -3.69900  -0.25
16 C 2.49980 -0.18618 -2.58341  -1.19
17 O 3.96248 -2.04019 -3.20257  -0.50
18 N 0.02784 -2.70741 -4.95372  0.21
19 I -0.90517 -1.92781 -3.21190  0.41
20 C -0.35640 -1.76064 -6.08274  -0.21
21 C -1.81068 -1.86838 -6.53184  -0.78
22 C -2.04214 -2.60432 -7.84867  -1.07
23 I -1.00718 -1.66709 -9.46168  0.07
24 C -0.27275 -4.17269 -5.27607  1.88
25 C -1.46618 -4.84444 -4.64870  -2.81
26 O -2.59084 -4.67240 -5.49752  -0.22
27 C -3.81091 -4.93112 -4.88960  0.64
28 C -4.85025 -4.02844 -5.14215  -0.24
29 C -6.09569 -4.24723 -4.55321  -0.68
30 C -6.31822 -5.34405 -3.72046  -0.58
31 C -5.27790 -6.25320 -3.49460  -0.65
32 C -4.02893 -6.04438 -4.08386  -0.32
33 H 2.68911 -6.01354 -1.58575  0.40
34 H 3.23988 -5.06114 -2.98664  0.13
35 H 2.34187 -4.31978 -1.64685  0.26
36 H 0.59665 -6.29130 -2.42275  0.73
37 H 0.45868 -4.61571 -2.86935  -0.32
38 H 1.03609 -5.52127 -6.22322  0.61
39 H 1.94703 -3.55547 -6.50316  0.54
40 H 3.78825 -4.46655 -7.18794  0.31
41 H 4.67621 -3.17614 -6.39834  0.03
42 H 5.53898 -5.79677 -6.89463  0.64
43 H 4.21700 -6.40099 -4.76518  0.36
44 H 5.82088 -7.00468 -5.01851  0.45
45 H 5.60419 -5.69210 -3.89602  0.28
46 H 6.74451 -3.61451 -6.73576  0.54
47 H 7.19702 -2.57934 -4.78325  0.27
48 H 6.18776 -3.72382 -3.94275  0.06
49 H 7.91484 -4.01478 -4.12980  0.38
50 H 8.80216 -5.23153 -5.64537  0.34
51 H 8.37888 -5.04279 -7.32198  0.31
52 H 7.65633 -6.34204 -6.38492  0.38
53 H 1.58805 -2.88116 -3.57851  0.06
54 H 2.95440 -1.52128 -5.72574  0.25
55 H 1.65680 -0.51467 -5.07484  0.52
56 H 3.93602 -0.25657 -4.12971  0.60
57 H 3.13809 0.56680 -2.14205  0.44
58 H 1.61489 0.30375 -2.98033  0.18
59 H 2.13903 -0.86615 -1.81129  0.32
60 H 3.56079 -2.35004 -2.38804  0.30
61 H -0.19576 -0.76933 -5.68795  0.48
62 H 0.33839 -1.95891 -6.89360  0.21
63 H -2.45818 -2.28171 -5.76437  0.10
64 H -2.14632 -0.84731 -6.69702  0.35
65 H -1.79878 -3.65608 -7.79436  0.42
66 H -3.09088 -2.51535 -8.09991  0.66
67 H -0.52790 -4.14630 -6.33358  0.00
68 H -1.69121 -4.51173 -3.63622  0.65
69 H -1.22219 -5.90448 -4.58351  0.62
70 H -4.67952 -3.18647 -5.79407  0.38
71 H -6.89698 -3.55019 -4.74637  0.41
72 H -7.27417 -5.50485 -3.25163  0.42
73 H -5.44755 -7.10731 -2.86160  0.41
74 H -3.23934 -6.75666 -3.89923  0.37
75 C 0.82236 4.30566 1.75831  -0.71
76 O 0.44553 5.04857 0.60866  -0.28
77 C 1.31180 4.86625 -0.49626  -0.70
78 C 0.71073 3.93446 -1.52322  -0.50
79 O 0.58763 2.60710 -1.02481  -0.24
80 C -0.72612 2.28608 -0.60962  -0.80
81 H 0.00947 4.37739 2.47902  0.17
82 H 0.99902 3.25348 1.51961  0.34
83 H 1.72461 4.73241 2.20774  0.33
84 H 2.28554 4.49063 -0.16769  0.35
85 H 1.46573 5.84545 -0.96033  0.41
86 H 1.36755 3.89577 -2.39813  0.37
87 H -0.26316 4.31310 -1.84680  0.35
88 H -1.38860 2.17738 -1.47779  0.31
89 H -1.13907 3.03952 0.06401  0.34
90 H -0.67833 1.33301 -0.08261  0.24
91 C -0.21781 8.42584 6.45123  -0.68
92 O -0.88647 8.92999 5.30935  -0.37
93 C -0.33624 8.47640 4.08355  -0.59
94 C -1.16592 7.37027 3.47389  -0.33
95 O -1.12320 6.19040 4.26580  -0.29
96 C -2.28828 6.01225 5.05372  -0.81
97 H -0.81592 8.68747 7.32216  0.25
98 H -0.11078 7.33903 6.40817  0.27
99 H 0.77197 8.88361 6.55368  0.33
100 H 0.69531 8.13923 4.22388  0.31
101 H -0.32403 9.32839 3.39640  0.39
102 H -0.75639 7.11858 2.48952  0.32
103 H -2.19841 7.70372 3.33477  0.32
104 H -3.13769 5.73487 4.41795  0.31
105 H -2.53651 6.91310 5.61823  0.37
106 H -2.09880 5.20235 5.75531  0.20
107 C -5.71075 4.15230 10.40312  -0.52
108 O -6.44056 5.01066 9.54453  -0.38
109 C -5.76791 6.22435 9.25195  -0.63
110 C -5.13956 6.19656 7.87777  -0.55
111 O -4.08131 5.25111 7.80359  -0.14
112 C -4.46045 4.04854 7.15967  -0.76
113 H -6.22632 3.19401 10.42253  0.24
114 H -4.68915 3.99809 10.04657  0.14
115 H -5.68141 4.55648 11.42046  0.34
116 H -5.00723 6.43639 10.00917  0.33
117 H -6.51074 7.02738 9.28379  0.40
118 H -4.71403 7.18207 7.66247  0.33
119 H -5.89909 5.98337 7.11982  0.41
120 H -4.58755 4.21716 6.08396  0.31
121 H -5.38548 3.64144 7.57377  0.46
122 H -3.65974 3.32434 7.30703  0.07
123 C -0.63134 0.37834 10.72343  -0.76
124 O -1.37587 1.22152 9.86288  -0.36
125 C -0.71707 2.44136 9.55779  -0.55
126 C -0.10174 2.41225 8.17761  -0.31
127 O 0.96778 1.48299 8.09461  -0.40
128 C 0.61003 0.26781 7.46679  -0.71
129 H -1.13555 -0.58597 10.75285  0.25
130 H 0.38995 0.23497 10.36205  0.33
131 H -0.60110 0.79010 11.73765  0.31
132 H 0.04391 2.66735 10.31024  0.36
133 H -1.47115 3.23473 9.59031  0.33
134 H 0.30753 3.40184 7.95133  0.33
135 H -0.86826 2.18408 7.43007  0.27
136 H 0.45859 0.41757 6.39131  0.30
137 H -0.29709 -0.15944 7.90161  0.32
138 H 1.43381 -0.42961 7.60935  0.26

Cartesian forces, eV/Å:
-0.49 0.03 0.16
0.30 -0.17 0.40
-0.12 0.30 0.41
0.46 0.15 -0.46
-1.21 0.21 -0.07
0.13 -0.33 -0.04
0.41 0.17 0.13
-0.15 0.11 0.21
0.37 -0.41 -0.42
0.11 -0.17 0.04
0.11 0.09 -0.15
-0.11 0.28 0.07
0.35 0.66 0.36
0.22 -0.28 0.24
-0.24 0.34 0.19
-0.35 -0.38 -0.44
0.15 -0.03 -0.11
0.28 0.50 0.64
-0.17 -0.03 -0.08
-0.28 -0.45 0.41
0.20 0.29 -0.60
-0.25 0.21 0.40
0.08 -0.16 -0.02
-0.36 -0.29 -0.88
-0.08 -0.56 0.02
-0.08 0.25 0.29
-0.68 0.21 -0.02
0.04 -0.68 0.40
0.21 -0.15 0.01
0.79 -0.18 -0.19
-0.17 0.83 -0.43
-0.15 0.04 0.15
0.25 -0.19 -0.06
0.16 0.04 -0.12
0.10 0.19 0.06
-0.12 -0.12 -0.01
-0.10 0.05 -0.25
-0.02 -0.37 0.05
0.36 0.07 -0.17
-0.32 -0.11 0.05
0.03 0.14 -0.05
-0.07 0.05 -0.26
-0.20 0.04 0.14
0.13 -0.07 0.08
-0.20 0.17 0.20
-0.02 0.07 -0.16
0.00 0.14 -0.05
-0.15 0.02 0.06
0.03 -0.12 0.22
0.11 -0.05 0.13
0.00 -0.07 -0.16
0.07 -0.21 0.01
0.17 -0.45 0.10
-0.07 0.09 -0.30
-0.08 0.03 -0.17
0.16 0.00 -0.17
0.12 0.02 0.23
-0.04 0.30 0.03
0.04 -0.06 0.19
0.03 -0.04 0.14
0.25 0.15 -0.08
0.10 0.03 -0.15
0.03 -0.18 0.15
-0.09 0.14 0.10
0.14 -0.12 -0.24
-0.14 -0.10 -0.13
-0.09 0.24 -0.04
0.00 0.10 0.05
0.12 -0.12 0.04
0.00 0.12 -0.06
-0.07 0.06 -0.01
-0.17 0.05 0.00
0.06 -0.17 0.07
0.12 -0.06 -0.03
-0.03 0.07 0.06
-0.02 -0.14 0.00
-0.13 0.21 0.06
0.16 -0.13 -0.05
-0.08 -0.02 -0.02
0.04 -0.07 -0.04
0.00 0.09 0.00
0.03 0.01 -0.02
0.03 -0.06 0.02
0.01 -0.03 -0.01
0.03 -0.02 -0.02
-0.01 0.02 0.00
-0.02 0.01 0.02
-0.05 0.05 0.03
0.00 0.02 -0.01
0.02 0.00 0.00
-0.02 0.03 -0.01
0.03 -0.10 0.03
-0.15 0.22 0.01
0.23 -0.21 -0.11
-0.11 0.05 0.03
0.03 -0.09 -0.03
-0.01 0.04 -0.01
0.02 0.00 0.00
0.02 -0.04 0.01
0.01 -0.03 0.00
0.02 -0.02 -0.01
-0.01 0.02 0.00
-0.02 0.02 0.04
-0.05 0.05 0.04
-0.01 0.00 0.00
0.04 0.00 -0.01
-0.04 0.02 0.00
0.11 -0.04 -0.01
-0.24 -0.03 -0.01
0.24 0.12 0.04
-0.09 -0.11 -0.02
0.06 0.02 -0.03
-0.04 0.02 0.00
0.01 0.00 0.01
0.05 -0.01 0.00
0.03 0.00 -0.01
0.03 0.01 0.00
-0.02 0.00 0.00
-0.03 -0.02 0.01
-0.06 -0.06 0.00
-0.01 0.01 0.00
0.03 0.03 0.02
-0.05 0.01 -0.01
0.10 -0.04 -0.01
-0.30 -0.02 -0.01
0.24 0.11 0.03
-0.08 -0.07 0.00
0.03 0.02 0.01
-0.04 0.02 0.00
0.01 0.01 0.01
0.05 -0.01 0.00
0.05 -0.01 -0.02
0.04 0.03 -0.01
-0.03 0.00 0.00
-0.03 -0.02 0.00
-0.04 -0.02 0.00
-0.01 0.00 -0.01
0.03 0.03 0.00

***

Q: energy above the lowest of the compared OMol25 structures with the same formula, charge and spin of number 3 (C41H82I2NO12)?
A: 0.0 kJ/mol